Computed, not measured: a 10-piece molecular cluster, C32H36N10O6 overall, with ωB97M-V/def2-TZVPD.

Computed properties:
F_max	1.354	eV Å⁻¹
LUMO energy	-0.89	eV
SMILES	O=[N+]([O-])c1ccccc1.O=[N+]([O-])c1ccccc1.O=[N+]([O-])c1ccccc1.CC#N.CC#N.CC#N.CC#N.CC#N.CC#N.CC#N
energy above the lowest of the compared OMol25 structures with the same formula, charge and spin	0.241	eV
net charge	0
orbital gap	9.16	eV

Geometry as XYZ:
```
84
C32H36N10O6 | OMol25 | ωB97M-V/def2-TZVPD
C -2.702 -2.710 8.238
C -3.210 -3.479 7.116
N -3.669 -4.033 6.223
H -3.523 -2.235 8.760
H -2.002 -1.954 7.868
H -2.037 -3.297 8.867
C 2.884 -1.270 6.923
C 1.623 -1.625 7.537
N 0.597 -1.890 7.976
H 3.479 -2.141 6.653
H 3.503 -0.664 7.586
H 2.703 -0.674 6.028
C -6.465 -0.655 9.092
C -6.462 0.349 8.016
N -6.459 1.083 7.134
H -6.332 -0.163 10.052
H -5.624 -1.300 8.845
H -7.426 -1.161 9.110
C -5.487 -1.823 4.394
C -6.192 -3.002 3.890
N -6.762 -3.927 3.496
H -6.223 -1.069 4.667
H -4.809 -1.416 3.649
H -4.910 -2.147 5.262
C -2.924 -2.497 12.527
C -2.021 -3.640 12.680
N -1.309 -4.534 12.801
H -3.445 -2.663 11.582
H -2.360 -1.572 12.524
H -3.653 -2.509 13.335
C -7.217 -5.792 9.772
C -6.156 -4.823 9.541
N -5.322 -4.060 9.360
H -8.179 -5.367 9.498
H -7.163 -6.067 10.825
H -7.091 -6.696 9.180
C -5.963 -6.108 5.668
C -7.144 -6.599 4.976
N -8.094 -7.006 4.478
H -5.628 -6.925 6.313
H -6.266 -5.300 6.340
H -5.174 -5.709 5.048
C 0.405 3.162 7.960
C -0.960 3.056 7.716
C -1.724 2.082 8.340
C -1.064 1.149 9.114
C 0.299 1.182 9.304
C 1.043 2.195 8.726
N -1.832 0.117 9.809
O -1.251 -0.775 10.382
O -3.048 0.254 9.830
H 0.970 3.949 7.477
H -1.424 3.856 7.153
H -2.792 2.095 8.181
H 0.769 0.517 10.014
H 2.105 2.214 8.931
C 3.480 -6.740 9.053
C 2.357 -7.481 9.406
C 1.096 -7.039 9.061
C 0.973 -5.806 8.443
C 2.076 -5.101 8.031
C 3.350 -5.536 8.386
N -0.335 -5.421 7.865
O -0.307 -4.769 6.844
O -1.325 -5.693 8.517
H 4.444 -7.194 9.251
H 2.463 -8.487 9.788
H 0.201 -7.620 9.244
H 2.000 -4.261 7.359
H 4.185 -5.007 7.947
C -1.206 -1.604 3.112
C -0.844 -2.241 4.292
C 0.449 -2.716 4.452
C 1.387 -2.461 3.479
C 1.046 -1.845 2.292
C -0.260 -1.378 2.125
N 2.787 -2.830 3.733
O 3.029 -3.505 4.724
O 3.623 -2.418 2.958
H -2.215 -1.237 2.969
H -1.577 -2.433 5.062
H 0.655 -3.278 5.352
H 1.706 -1.783 1.440
H -0.462 -0.910 1.171
```

Computed, not measured: C3H7ClN2O as an isolated structure, with ωB97M-V/def2-TZVPD.

Computed properties:
F_max	5.064	eV Å⁻¹
LUMO energy	0.15	eV
energy above the lowest of the compared OMol25 structures with the same formula, charge and spin	3.322	eV
net charge	0
orbital gap	9.57	eV

Geometry as XYZ:
```
14
C3H7ClN2O | OMol25 | ωB97M-V/def2-TZVPD
C -0.616 -1.454 1.381
C -1.833 -0.696 0.993
C 1.364 0.150 -1.251
N 0.682 0.496 -0.053
N 0.602 -1.008 0.992
O -0.718 -2.309 2.218
Cl 2.069 -1.728 1.310
H -1.417 0.232 0.541
H -2.339 -1.133 0.145
H -2.553 -0.412 1.766
H 2.440 -0.032 -1.134
H 0.864 -0.606 -1.863
H 1.293 1.245 -1.698
H 1.430 0.854 0.512
```

Computed, not measured: a 2-piece molecular cluster, CH3O3 overall, with ωB97M-V/def2-TZVPD.

Computed properties:
F_max	1.041	eV Å⁻¹
LUMO energy	4.62	eV
energy above the lowest of the compared OMol25 structures with the same formula, charge and spin	0.363	eV
net charge	-1
orbital gap	8.70	eV

Geometry as XYZ:
```
7
CH3O3 | OMol25 | ωB97M-V/def2-TZVPD
O 1.989 1.701 0.441
H 1.538 1.120 1.094
H 1.538 1.511 -0.413
O -0.857 -1.020 0.915
O -0.858 -0.447 -1.295
C -1.256 -1.075 -0.278
H -2.093 -1.791 -0.464
```

Computed, not measured: C2H3LiO2Sm as an isolated structure, with ωB97M-V/def2-TZVPD.

Computed properties:
F_max	2.437	eV Å⁻¹
LUMO energy (spin up / spin down)	-4.08 / -4.23	eV
energy above the lowest of the compared OMol25 structures with the same formula, charge and spin	0.000	eV
net charge	+1
multiplicity	8
orbital gap (spin up / spin down)	5.28 / 8.85	eV

Geometry as XYZ:
```
9
C2H3LiO2Sm | OMol25 | ωB97M-V/def2-TZVPD
H 0.053 0.196 -2.577
O 2.680 0.613 -1.695
C 1.559 0.748 -1.252
C 0.468 -0.230 -1.618
O -0.480 -0.430 -0.617
Sm -1.934 -2.375 -0.332
Li -0.734 0.976 0.490
H 1.220 1.728 -0.840
H 0.967 -1.167 -1.936
```